This record from OMol25 describes a structure of composition C43H68CaGeN6O2P3S. The level of theory is wB97M-V/def2-TZVPD.

Output
* HOMO energy (alpha / beta): -0.42109 / -0.42120 Ha
* ⟨S²⟩: 0.796
* HOMO-LUMO gap (alpha / beta): 6.59 / 5.39 eV
* total charge: +2
* 2S+1: 2
* ΔE to the lowest compared entry with this formula, charge and spin: 23.2 kJ/mol
* total energy: -6334.7859 Ha

Atoms and positions in Å:
Ca1 -0.214 1.310 0.053
C1 -2.798 -1.372 3.516
C2 -1.292 -1.586 3.385
C3 -0.754 -2.007 4.756
P1 -0.426 -0.109 2.680
C4 1.323 -0.782 2.467
N1 1.402 -1.752 1.386
Ge1 1.002 -1.237 -0.415
N2 2.690 -1.038 -1.221
C5 3.291 0.253 -1.446
P2 2.028 1.489 -2.004
C6 3.052 3.003 -2.166
C7 4.124 2.993 -3.256
C8 2.180 4.255 -2.271
C9 1.559 0.817 -3.657
C10 2.656 0.175 -4.506
C11 0.758 1.837 -4.460
C12 3.428 -2.192 -1.399
C13 4.783 -2.262 -1.741
C14 5.404 -3.490 -1.888
C15 4.716 -4.678 -1.682
C16 3.375 -4.625 -1.328
C17 2.750 -3.399 -1.218
N3 1.325 -3.277 -0.812
C18 1.143 -3.938 0.510
C19 0.912 -5.291 0.593
C20 0.920 -5.908 1.838
C21 1.198 -5.134 2.954
C22 1.396 -3.764 2.856
C23 1.321 -3.113 1.623
C24 0.343 -3.754 -1.782
C25 0.669 -4.458 -2.910
C26 -0.353 -4.937 -3.739
C27 -1.693 -4.724 -3.425
C28 -2.037 -3.970 -2.329
C29 -1.028 -3.406 -1.497
N4 -1.191 -2.534 -0.513
C30 -2.481 -1.948 -0.234
P3 -2.638 -0.163 -0.763
C31 -3.214 -0.187 -2.510
C32 -4.394 -1.087 -2.862
C33 -2.035 -0.451 -3.444
C34 -4.045 0.394 0.295
C35 -5.260 -0.518 0.463
C36 -4.478 1.801 -0.116
C37 -0.457 1.106 4.085
C38 -0.975 2.477 3.665
C39 0.863 1.227 4.847
H1 -3.280 -2.313 3.782
H2 -3.273 -1.004 2.606
H3 -3.030 -0.662 4.313
H4 -1.111 -2.385 2.656
H5 -1.005 -1.269 5.518
H6 0.318 -2.155 4.780
H7 -1.216 -2.947 5.062
H8 1.690 -1.203 3.403
H9 1.997 0.058 2.266
H10 4.056 0.202 -2.226
H11 3.804 0.651 -0.558
H12 3.559 3.034 -1.191
H13 3.672 3.063 -4.246
H14 4.751 2.103 -3.236
H15 4.776 3.859 -3.133
H16 1.647 4.286 -3.222
H17 2.793 5.155 -2.212
H18 1.438 4.296 -1.472
H19 0.879 0.006 -3.362
H20 3.407 0.893 -4.837
H21 2.208 -0.259 -5.401
H22 3.162 -0.634 -3.981
H23 1.388 2.650 -4.824
H24 -0.052 2.290 -3.881
H25 0.311 1.361 -5.334
H26 5.364 -1.359 -1.861
H27 6.454 -3.519 -2.146
H28 5.216 -5.631 -1.770
H29 2.834 -5.536 -1.126
H30 0.731 -5.868 -0.304
H31 0.742 -6.969 1.924
H32 1.261 -5.602 3.927
H33 1.629 -3.211 3.751
H34 1.698 -4.655 -3.163
H35 -0.092 -5.502 -4.623
H36 -2.464 -5.148 -4.054
H37 -3.078 -3.812 -2.095
H38 -2.604 -1.914 0.853
H39 -3.325 -2.513 -0.638
H40 -3.522 0.856 -2.667
H41 -4.176 -2.136 -2.666
H42 -4.606 -1.007 -3.929
H43 -5.305 -0.827 -2.328
H44 -1.649 -1.468 -3.338
H45 -1.211 0.238 -3.267
H46 -2.352 -0.330 -4.481
H47 -3.546 0.472 1.270
H48 -5.925 -0.461 -0.396
H49 -5.837 -0.196 1.332
H50 -5.004 -1.565 0.621
H51 -4.921 1.804 -1.113
H52 -3.657 2.522 -0.112
H53 -5.242 2.164 0.573
H54 -1.206 0.682 4.761
H55 -0.241 3.037 3.089
H56 -1.204 3.072 4.551
H57 -1.894 2.417 3.075
H58 1.644 1.649 4.212
H59 1.218 0.273 5.233
H60 0.741 1.898 5.699
O1 1.409 2.632 1.240
H61 1.185 3.589 1.295
H62 2.366 2.573 1.336
O2 -1.034 3.460 -0.494
H63 -1.260 3.792 -1.370
H64 -0.761 4.252 0.027
S1 0.550 5.741 1.063
C40 -0.360 6.363 2.370
N5 0.052 7.550 2.899
C41 -0.585 8.192 3.896
C42 -1.706 7.622 4.419
C43 -2.093 6.397 3.855
N6 -1.461 5.784 2.875
H65 0.884 7.958 2.486
H66 -0.158 9.132 4.216
H67 -2.261 8.089 5.216
H68 -2.979 5.897 4.230